#one
ORCA calculation (ωB97M-V/def2-TZVPD) on 4 unconnected molecules or ions with the total composition C4H16NO3.

Each line ends with the Mulliken charge.
Atoms and positions in Å:
C  -2.4822  0.1994  -0.8706  -0.94
C  -2.4325  -1.0639  -1.8279  -0.67
C  -1.4666  -2.1169  -1.4019  -0.43
C  0.7745  -2.6434  -0.8887  -0.17
N  -0.1679  -1.7088  -1.0556  0.16
H  -3.1548  1.0337  -1.2707  0.31
H  -1.4988  0.5022  -0.9110  0.23
H  -2.7792  -0.0172  0.1626  0.31
H  -2.2829  -0.8635  -2.9683  0.33
H  -3.5001  -1.4131  -1.8166  0.34
H  -1.6753  -2.9255  -2.1487  0.38
H  -1.9775  -2.5674  -0.3845  0.30
H  0.5137  -3.7461  -0.9789  0.29
H  1.7124  -2.2611  -0.9426  0.32
H  0.1165  -0.7742  -1.1475  0.24
H  4.8319  2.0222  3.0290  0.30
H  3.6166  2.2682  2.0882  0.32
O  4.4451  1.7877  2.2351  -0.62
H  0.6356  2.6856  4.6294  0.33
H  0.8422  4.1378  3.8242  0.34
O  0.8150  3.1363  3.7698  -0.66
H  2.3416  1.3293  0.1175  0.32
H  1.3343  1.9140  -0.9404  0.35
O  1.4384  1.0846  -0.3018  -0.68

Calculated values
Gap between HOMO and LUMO, eV: 8.23
LUMO, eV: -5.48
HOMO energy, hartree: -0.5038
Total charge: +1

#two
ORCA calculation (ωB97M-V/def2-TZVPD) on 4 unconnected molecules or ions with the total composition C4H16NO3.

Each line ends with the Mulliken charge.
Atoms and positions in Å:
C  2.1030  0.5900  1.4876  -1.07
C  0.7139  0.2250  2.0713  -0.61
C  -0.1500  -0.0905  0.8696  -0.48
C  -0.8749  0.8842  0.3776  -0.27
N  -1.6843  0.6508  -0.8435  -0.23
H  2.7168  1.1308  2.2157  0.36
H  2.1020  1.1816  0.5819  0.33
H  2.6680  -0.3410  1.3968  0.30
H  0.2752  1.1057  2.5196  0.29
H  0.8461  -0.5648  2.8028  0.33
H  0.0049  -1.0205  0.3510  0.62
H  -0.9625  1.8903  0.7565  0.40
H  -2.6367  0.9563  -0.6321  0.39
H  -1.4237  1.2300  -1.6445  0.35
H  -1.7231  -0.3335  -1.1240  0.32
H  -0.4699  -2.4845  -2.1524  0.29
H  0.5419  -1.3948  -1.6592  0.29
O  -0.3853  -1.6540  -1.6678  -0.62
H  3.1007  1.6690  -2.4670  0.30
H  3.6606  0.2628  -1.9573  0.30
O  3.2680  1.0995  -1.7121  -0.59
H  -4.0209  -1.3526  0.4844  0.28
H  -2.7424  -2.0113  0.8992  0.30
O  -3.0684  -1.1907  0.4959  -0.58

Calculated values
Gap between HOMO and LUMO, eV: 10.77
LUMO, eV: -2.98
HOMO energy, hartree: -0.5052
Total charge: +1

Of them, #two has the highest stability.

#one
ORCA calculation (ωB97M-V/def2-TZVPD) on a gas-phase ion, C5H11N2 (charge +1).

Each line ends with the Mulliken charge.
Atoms and positions in Å:
C  0.7782  -0.5688  -0.0292  0.41
C  1.9521  1.2629  -1.3108  -1.28
C  -2.3026  -0.5193  0.6167  -1.19
C  1.7918  0.5014  -0.0086  -0.10
C  -1.2042  -1.4214  1.2925  -0.33
N  -0.0144  -1.7161  0.5511  -0.10
N  0.1190  -1.2916  -0.8841  -0.26
H  1.1667  1.9000  -1.4074  0.40
H  1.9485  0.5819  -2.0532  0.46
H  2.8645  1.7961  -1.1116  0.34
H  -1.9042  0.4321  0.7257  0.42
H  -2.6256  -0.6490  -0.4672  0.29
H  -3.1465  -0.4262  1.2784  0.39
H  1.5475  1.0956  0.8885  0.35
H  2.6468  -0.1172  0.0857  0.28
H  -0.8799  -1.2082  2.3610  0.33
H  -1.8948  -2.3181  1.3969  0.27
H  -0.6455  -0.9148  -1.4384  0.31

Calculated values
Gap between HOMO and LUMO, eV: 9.11
SMILES: CCC1=[NH+]N1CC
LUMO, eV: -5.50
HOMO energy, hartree: -0.5369
Total charge: +1

#two
ORCA calculation (ωB97M-V/def2-TZVPD) on a molecular structure, C5H11N2.

Each line ends with the Mulliken charge.
Atoms and positions in Å:
C  0.4448  1.0199  -0.7174  -0.41
C  1.3865  -1.9868  -0.4393  -0.61
C  -1.0425  0.6656  0.6309  -0.49
C  1.3634  0.9141  1.6418  -0.90
C  -1.2641  -0.5025  -1.6852  -0.58
N  0.3857  0.8660  0.5702  0.35
N  -1.0418  0.6980  -0.8807  0.27
H  1.4629  -3.0173  -0.6453  0.38
H  1.5836  -1.5054  0.5189  0.25
H  -1.3344  -0.3106  1.0842  0.30
H  -1.3705  1.4657  1.1778  0.38
H  1.0729  0.2509  2.4615  0.36
H  2.4071  0.7554  1.2318  0.38
H  1.3553  1.9210  2.2301  0.30
H  -2.2279  -1.0347  -1.5962  0.35
H  -1.2045  -0.3149  -2.8623  0.31
H  -0.4218  -1.2757  -1.4554  0.09
H  -1.5548  1.3913  -1.2655  0.28

Calculated values
Gap between HOMO and LUMO (alpha / beta), eV: 8.57 / 8.55
LUMO (alpha / beta), eV: -4.49 / -4.41
HOMO energy (alpha / beta), hartree: -0.4801 / -0.4762
Total charge: +1

Of them, #one has the highest stability.

#one
ORCA calculation (ωB97M-V/def2-TZVPD) on 2 unconnected molecules or ions with the total composition C5H11N2.

Each line ends with the Mulliken charge.
Atoms and positions in Å:
C  -0.4044  3.0935  -0.4230  -0.95
C  -0.7434  2.0535  0.6743  -0.08
C  0.0877  1.1114  0.9586  0.16
C  0.9270  -2.7969  -0.4906  -0.91
C  -0.9560  -1.4419  -0.7366  -0.14
N  0.8752  0.1956  1.3590  -0.23
N  0.1792  -1.6223  -0.2336  -0.31
H  -1.1955  2.9884  -1.1504  0.30
H  -0.5597  3.9287  0.1908  0.33
H  -1.8390  1.7974  0.9746  0.36
H  1.9611  -2.5684  -0.7602  0.31
H  0.6350  -3.3990  -1.3817  0.34
H  0.9709  -3.3965  0.5122  0.28
H  0.6337  3.1496  -0.6760  0.39
H  -1.3978  -2.1330  -1.4943  0.28
H  -1.5380  -0.6676  -0.2628  0.16
H  1.5426  0.4471  2.0978  0.26
H  0.8213  -0.7398  0.8419  0.45

Calculated values
Gap between HOMO and LUMO, eV: 10.35
LUMO, eV: -3.86
HOMO energy, hartree: -0.5223
Total charge: +1

#two
ORCA calculation (ωB97M-V/def2-TZVPD) on 2 unconnected molecules or ions with the total composition C5H11N2.

Each line ends with the Mulliken charge.
Atoms and positions in Å:
C  -1.1534  -1.1171  0.0419  0.63
C  1.0556  1.8487  -1.2782  -0.31
C  -2.3084  -0.5516  0.4228  -0.94
C  0.9842  -2.2476  -0.4459  -0.68
C  0.5283  1.6294  1.0406  -0.85
N  -0.2167  -1.7998  -0.0248  0.14
N  0.4013  1.3196  -0.3755  -0.22
H  1.6169  2.6986  -1.0130  0.20
H  0.8415  1.5989  -2.2722  0.29
H  -1.9179  0.4808  0.5605  0.24
H  -2.9152  -1.0987  1.2443  0.31
H  -3.0403  -0.4165  -0.2941  0.33
H  1.7194  -2.2530  0.4309  0.30
H  0.9872  -3.3606  -0.7189  0.32
H  1.4841  -1.7568  -1.3017  0.33
H  1.4352  0.9592  1.3660  0.27
H  -0.3900  1.3737  1.5651  0.27
H  0.8882  2.6928  1.0521  0.36

Calculated values
Gap between HOMO and LUMO, eV: 9.05
LUMO, eV: -4.13
HOMO energy, hartree: -0.4845
Total charge: +1

#three
ORCA calculation (ωB97M-V/def2-TZVPD) on a gas-phase ion, C5H11N2 (charge +1).

Each line ends with the Mulliken charge.
Atoms and positions in Å:
C  -0.3142  1.2979  0.8076  -0.28
C  0.0672  -1.2675  0.4806  -0.26
C  0.0933  0.1205  -0.0619  1.24
C  1.4465  0.3434  -0.8419  -1.53
C  -1.0317  -0.0786  -1.1447  -1.66
N  -0.6393  0.9053  1.9395  -0.51
N  -0.3108  -1.5707  1.6273  -0.15
H  0.5600  -2.0583  -0.1441  0.40
H  1.6277  1.2970  -1.2837  0.44
H  1.4381  -0.2520  -1.7704  0.38
H  2.2014  0.0846  -0.0921  0.42
H  -0.8755  -0.7295  -1.9548  0.43
H  -0.9147  0.8232  -1.5958  0.49
H  -1.9830  -0.1831  -0.6114  0.43
H  -0.5721  -0.9958  2.4422  0.25
H  0.0293  2.2733  0.3649  0.36
H  -0.7705  1.5917  2.7268  0.25
H  -0.2186  -2.5012  1.9830  0.30

Calculated values
Gap between HOMO and LUMO, eV: 10.45
SMILES: [H]/N=C/C(C)(C)C=[NH2+]
LUMO, eV: -4.02
HOMO energy, hartree: -0.5317
Total charge: +1

Of them, #three has the highest stability.

#one
ORCA calculation (ωB97M-V/def2-TZVPD) on a gas-phase ion, C5H11N2 (charge +1).

Each line ends with the Mulliken charge.
Atoms and positions in Å:
C  0.0860  -1.0975  0.3342  0.49
C  1.4588  -0.5564  -0.0202  -0.61
C  0.4302  1.6391  0.0089  -0.86
C  -1.0098  -0.0966  0.3249  -0.10
C  -1.9676  -0.1005  -0.8102  -1.11
N  -0.0057  -2.3254  0.5560  -0.57
N  1.5860  0.8547  0.4323  -0.09
H  2.2309  -1.1905  0.4183  0.40
H  1.5604  -0.5923  -1.1109  0.31
H  0.3789  1.8084  -1.0543  0.34
H  0.1665  2.4663  0.6435  0.38
H  -1.4232  0.1458  1.2963  0.39
H  -1.4583  -0.0273  -1.7683  0.32
H  -2.6839  0.7107  -0.7158  0.37
H  -2.5279  -1.0399  -0.7981  0.34
H  -0.9249  -2.7093  0.7484  0.27
H  1.6415  0.8696  1.4581  0.39
H  2.4621  1.2410  0.0569  0.34

Calculated values
Gap between HOMO and LUMO, eV: 9.82
LUMO, eV: -3.80
HOMO energy, hartree: -0.5002
Total charge: +1

#two
ORCA calculation (ωB97M-V/def2-TZVPD) on a molecular structure, C5H11N2.

Each line ends with the Mulliken charge.
Atoms and positions in Å:
C  0.2125  -1.1620  -1.6507  0.63
C  1.0285  -1.5891  -2.5886  -0.88
C  -0.1648  2.1787  1.2598  -0.14
C  -2.0365  -0.8839  -0.7106  -0.79
C  1.4653  0.4832  1.5647  -0.95
N  -0.5887  -0.5387  -0.9121  -0.31
N  0.3024  1.0324  0.9789  -0.09
H  1.1605  -0.9453  -3.5644  0.23
H  1.5945  -2.3848  -2.5786  0.35
H  0.2162  2.8216  1.9629  0.34
H  -1.1885  2.4620  0.7300  0.19
H  -1.9155  -1.8083  -0.2160  0.36
H  -2.3561  -0.0962  -0.0817  0.26
H  -2.5241  -0.9546  -1.7276  0.33
H  1.2346  -0.4787  1.8388  0.40
H  2.3469  0.2098  0.9394  0.33
H  1.6848  0.8904  2.6124  0.31
H  -0.2736  0.4248  -0.0184  0.45

Calculated values
Gap between HOMO and LUMO, eV: 10.11
LUMO, eV: -3.61
HOMO energy, hartree: -0.5041
Total charge: +1

Of them, #one has the highest stability.